[1]
9
Properties=species:S:1:pos:R:3 method="wB97M-V/def2-TZVPD" de_lowest_kj_mol=375.0 homo_energy_ha=-0.405 largest_force_ha_per_bohr=0.08937 homo_lumo_gap_ev=11.6
O -1.04 1.40 0.14
O -0.54 0.47 1.10
C 0.34 -0.47 0.40
O 1.40 0.12 -0.34
O -0.46 -1.20 -0.48
H -0.31 2.07 0.14
H 0.61 -1.24 1.13
H 1.19 -0.28 -1.13
H -1.19 -0.87 -0.96

=====

[2]
9
Properties=species:S:1:pos:R:3 method="wB97M-V/def2-TZVPD" de_lowest_kj_mol=23.2 homo_energy_ha=-0.406 largest_force_ha_per_bohr=0.05953 homo_lumo_gap_ev=11.2
O -2.60 0.05 -0.03
C -1.45 0.08 0.16
O -0.89 0.30 1.40
O -0.56 -0.24 -0.81
H -1.60 0.12 2.14
H 0.43 -0.15 -0.75
O 2.19 0.04 -1.10
H 2.42 -0.82 -0.73
H 2.06 0.61 -0.28

=====

[3]
10
Properties=species:S:1:pos:R:3 method="wB97M-V/def2-TZVPD" de_lowest_kj_mol=543.5 homo_energy_ha="-0.297 / -0.400" largest_force_ha_per_bohr=0.06728 homo_lumo_gap_ev="6.6 / 10.4"
C 1.34 0.55 -0.07
O -2.21 1.90 0.08
O -0.73 -2.01 -0.41
O 0.18 1.44 -0.31
O -0.64 -1.48 0.83
S -1.09 1.20 0.67
H 1.67 0.44 -1.05
H 0.84 -0.47 0.38
H 2.15 1.03 0.52
H -1.51 -2.59 -0.65